{"formula": "C3H5N2O", "method": "ωB97M-V with the def2-TZVPD basis set", "lumo_energy_ev": 4.03, "homo_ev": -2.855, "charge": -1, "total_energy_ha": -301.8926, "de_lowest_kcal_mol": 70.4, "fmax_ha_per_bohr": 0.087, "homo_lumo_gap_ev": 6.9, "symbols": ["O", "H", "H", "H", "H", "C", "H", "N", "N", "C", "C"], "positions_angstrom": [[3.475951, -0.357247, 0.144389], [0.955249, 1.772341, -0.016666], [-2.497723, 0.791893, 0.388876], [1.297481, -1.713774, -0.294143], [-2.585295, -0.568065, -0.830518], [-0.082405, 0.137184, -0.144091], [-2.076659, -0.890011, 0.882331], [2.338126, 0.238620, 0.021233], [0.049760, 1.378425, -0.068206], [-2.218713, -0.215396, 0.119103], [1.344232, -0.573975, -0.202307]], "forces_ev_per_a": [[0.526, 0.460, -0.100], [1.380, -0.252, -0.198], [0.179, 0.042, 0.007], [0.900, 1.687, 0.246], [-0.164, -0.224, -0.032], [0.974, 1.454, 0.219], [-0.342, -1.558, 1.636], [0.501, -1.752, 0.098], [-3.734, 0.686, 0.199], [3.800, 1.262, -2.021], [-4.020, -1.806, -0.054]]}

---

{"formula": "C3H5N2O2", "method": "ωB97M-V with the def2-TZVPD basis set", "lumo_energy_ev": 4.25, "homo_ev": -2.248, "charge": -1, "total_energy_ha": -377.1216, "de_lowest_kcal_mol": 105.7, "fmax_ha_per_bohr": 0.086, "smiles": "[O-]N1C=[N+]([O-])CC1", "homo_lumo_gap_ev": 6.5, "symbols": ["C", "O", "H", "C", "H", "N", "O", "H", "H", "C", "H", "N"], "positions_angstrom": [[0.178884, 1.315036, -0.102967], [-2.594120, 0.790414, 0.002413], [0.388522, 2.420613, -0.173807], [-0.798657, -0.723488, 0.057635], [-1.243633, -1.275033, -0.785640], [1.173831, 0.543103, 0.198536], [2.448865, 0.738169, 0.058444], [1.024990, -1.202463, -0.912734], [-1.505034, -1.173272, 0.810038], [0.708780, -0.835993, 0.006902], [1.296867, -1.335767, 0.705418], [-1.079292, 0.738681, 0.135760]], "forces_ev_per_a": [[-3.078, 2.876, 1.269], [2.951, 1.452, -0.195], [-0.566, -1.334, -0.052], [-1.823, -0.407, 0.989], [0.133, 1.016, -0.655], [-0.684, -1.380, -1.820], [1.452, 0.714, 0.098], [0.688, -0.285, -1.978], [1.528, 0.252, 0.397], [-0.597, 0.973, 1.606], [0.335, -1.549, 1.671], [-0.339, -2.330, -1.331]]}

---

{"formula": "C3H5N2O2S", "method": "ωB97M-V with the def2-TZVPD basis set", "lumo_energy_ev": 3.82, "homo_ev": -4.295, "charge": -1, "total_energy_ha": -775.5470, "de_lowest_kcal_mol": 0.0, "fmax_ha_per_bohr": 0.067, "smiles": "CC(=O)/N=C(/[O-])SN", "homo_lumo_gap_ev": 8.1, "symbols": ["C", "C", "N", "H", "H", "H", "O", "H", "C", "O", "N", "S", "H"], "positions_angstrom": [[-2.634965, 0.081325, 0.101445], [-1.271337, -0.596430, -0.014316], [3.342315, -0.212912, 0.394976], [-2.442792, 1.191222, 0.200514], [3.246424, 0.516639, 1.103627], [-3.051939, -0.085254, -0.890794], [1.527023, 1.298500, -0.784858], [-3.307466, -0.333536, 0.875817], [0.836737, 0.376397, -0.486016], [-1.107098, -1.839649, 0.179667], [-0.419796, 0.270935, -0.543791], [1.798220, -1.017235, 0.419758], [3.484675, 0.349996, -0.556027]], "forces_ev_per_a": [[0.175, 0.630, 0.433], [0.021, -2.749, -0.091], [0.409, 1.166, -1.571], [-0.500, -1.299, 0.080], [0.275, -0.041, -0.368], [-0.408, 0.093, -0.012], [1.600, 2.068, -1.429], [0.423, 0.169, -0.397], [1.641, -2.191, 2.066], [-0.359, 2.431, 0.060], [-2.821, 0.904, -0.611], [0.365, 0.464, -0.781], [-0.822, -1.645, 2.620]]}

---

{"formula": "C3H5N2O2S", "method": "ωB97M-V with the def2-TZVPD basis set", "lumo_energy_ev": 3.77, "homo_ev": -3.211, "charge": -1, "total_energy_ha": -775.4945, "de_lowest_kcal_mol": 32.9, "fmax_ha_per_bohr": 0.066, "homo_lumo_gap_ev": 7.0, "symbols": ["S", "N", "H", "H", "C", "O", "C", "C", "H", "N", "H", "H", "O"], "positions_angstrom": [[1.888049, -0.335292, 0.326515], [0.640847, -0.797911, -0.668989], [-1.194891, -1.129770, -0.645617], [-0.790849, -0.462010, 2.211396], [-0.581381, 0.124946, 1.182420], [1.377328, 1.157839, -2.077748], [0.298962, 0.683841, -1.920536], [-0.505688, -1.053088, 0.162303], [-1.235763, 0.944443, 0.927462], [0.693600, 0.737623, 1.319899], [-0.624633, -2.086577, 0.643127], [0.883805, 1.572860, 0.796496], [-0.849386, 0.643095, -2.256729]], "forces_ev_per_a": [[-1.407, 0.214, 1.233], [0.925, 0.352, -0.499], [-1.794, 0.604, -0.127], [-0.167, 1.823, -1.850], [-0.289, -1.991, 2.132], [0.238, 0.821, -0.304], [0.378, -1.838, 0.644], [0.230, -0.865, -0.991], [-0.993, -0.326, 0.065], [3.326, -0.721, 0.014], [0.889, 1.252, -0.108], [-0.946, 0.476, -0.277], [-0.390, 0.199, 0.067]]}